Record 1
ORCA calculation (ωB97M-V/def2-TZVPD) on 2 unconnected molecules or ions with the total composition C2H6S2.

XYZ file:
```
10
Properties=species:S:1:pos:R:3:forces:R:3:lowdin_charge:R:1
C 0.6944 -0.7208 1.0992 -1.9780 -0.8296 0.4245 -0.45
S 0.7388 1.0691 0.8009 0.5515 -0.9125 0.2270 0.76
S -1.5946 -1.4135 -1.7476 0.3584 0.6115 0.2657 0.14
C -0.2481 1.1683 -0.6755 -0.3974 0.0544 -0.9856 -0.47
H 1.2807 -0.9977 1.9621 0.4213 0.2164 0.0945 0.03
H 0.8508 -1.4246 0.2893 1.0070 0.5347 -0.6373 0.02
H -0.3418 -1.0525 1.3344 0.3346 0.6863 0.3138 0.04
H -0.5061 0.1535 -1.0826 0.0213 -0.6166 0.0831 -0.17
H 0.3505 1.5922 -1.5155 -0.8249 0.0592 0.6446 0.06
H -1.2246 1.6260 -0.4647 0.5062 0.1964 -0.4301 0.05
```
Positions in Å, forces in eV/Å.

Values from the calculation:
* relative energy (zero: lowest compared OMol25 entry of this formula, charge and spin): 98.15 kcal/mol
* E_tot: -23837.5569 eV
* largest force on an atom: 0.043 Eh/bohr
* gap between HOMO and LUMO: 5.545 eV



Record 2
ORCA calculation (ωB97M-V/def2-TZVPD) on 2 unconnected molecules or ions with the total composition C2H6S2.

XYZ file:
```
10
Properties=species:S:1:pos:R:3:forces:R:3:lowdin_charge:R:1
C 0.5949 -1.0354 0.1563 1.2810 0.0459 -0.6872 -0.31
C -0.6257 -0.4700 -0.5333 0.8639 -0.6974 -1.2134 -0.73
S -0.2207 -0.2570 -2.2729 -0.6943 0.0512 0.9240 0.69
S 0.1151 1.0130 2.2001 -0.1011 -0.7350 -0.8463 0.44
H 0.4520 -1.2404 1.2197 0.0193 -0.0285 -0.0463 0.01
H 1.0467 -1.8818 -0.3809 -0.8304 -0.4183 0.3253 0.07
H 1.4247 -0.3474 -0.0087 -0.1645 0.4244 0.6577 0.05
H -1.4823 -1.1323 -0.3649 -0.2684 0.2098 -0.2387 0.09
H -0.9429 0.5277 -0.1974 -0.1140 0.3491 0.3886 0.02
H 0.3951 1.7837 3.2191 0.0085 0.7988 0.7364 -0.33
```
Positions in Å, forces in eV/Å.

Values from the calculation:
* relative energy (zero: lowest compared OMol25 entry of this formula, charge and spin): 126.27 kcal/mol
* E_tot: -23836.3376 eV
* largest force on an atom: 0.032 Eh/bohr
* gap between HOMO and LUMO: 3.507 eV



Record 3
ORCA calculation (ωB97M-V/def2-TZVPD) on 2 unconnected molecules or ions with the total composition C2H6Se.

XYZ file:
```
9
Properties=species:S:1:pos:R:3:forces:R:3:lowdin_charge:R:1
C 0.2002 1.4378 -0.0698 0.1017 -0.2932 0.0896 -0.40
C 0.4255 -1.4534 -0.2114 -2.1406 -0.2280 2.3430 -0.53
Se 1.5233 -0.0044 -0.0080 0.6164 0.7618 -0.1338 0.83
H 0.1155 1.8556 0.9293 -0.0607 0.0021 0.0115 0.02
H 0.5250 2.2010 -0.7698 0.0090 -0.0326 -0.0389 0.01
H -0.7536 1.0145 -0.3742 0.0322 0.0308 -0.0293 0.02
H 0.8974 -2.4163 -0.1238 0.0828 -0.1281 -0.0258 -0.03
H -0.7596 -1.5250 1.4800 1.3890 -0.0584 -2.1078 0.11
H -0.4171 -1.3721 -0.8773 -0.0298 -0.0545 -0.1085 -0.03
```
Positions in Å, forces in eV/Å.

Values from the calculation:
* relative energy (zero: lowest compared OMol25 entry of this formula, charge and spin): 73.34 kcal/mol
* E_tot: -67513.5076 eV
* largest force on an atom: 0.062 Eh/bohr
* gap between HOMO and LUMO (alpha / beta): 8.219 / 7.726 eV



Record 4
ORCA calculation (ωB97M-V/def2-TZVPD) on 2 unconnected molecules or ions with the total composition C2H6Se.

XYZ file:
```
9
Properties=species:S:1:pos:R:3:forces:R:3:lowdin_spin:R:1
C -0.5146 0.9882 -1.6085 0.6463 1.7738 1.0828 0.01
C 0.9125 -1.3920 1.1793 1.6824 1.6372 -0.4088 1.40
Se 0.1694 -1.3400 2.7388 -0.8872 0.9712 3.6352 0.44
H 0.5459 0.6358 -1.4263 -1.6368 -0.0917 0.1008 0.00
H -0.5998 2.0353 -1.1833 0.2441 -1.1174 -0.2372 0.00
H -1.3950 0.4566 -1.2285 0.7964 -0.4338 0.1189 0.00
H 0.5171 -2.1397 0.6253 -0.5242 -2.1312 -2.6322 0.10
H -0.6486 1.1486 -2.6504 -0.0530 -0.1319 -1.0637 0.00
H 1.0133 -0.3929 3.5537 -0.2681 -0.4763 -0.5958 0.05
```
Positions in Å, forces in eV/Å.

Values from the calculation:
* relative energy (zero: lowest compared OMol25 entry of this formula, charge and spin): 19.37 kcal/mol
* E_tot: -67512.3724 eV
* spin multiplicity: 3
* largest force on an atom: 0.075 Eh/bohr
* gap between HOMO and LUMO (alpha / beta): 8.128 / 9.053 eV



Record 5
ORCA calculation (ωB97M-V/def2-TZVPD) on 3 unconnected molecules or ions with the total composition C2H7BNO5P.

XYZ file:
```
17
Properties=species:S:1:pos:R:3:forces:R:3:lowdin_charge:R:1
B 0.7578 0.1335 0.4231 -0.5019 0.0470 0.2055 -0.82
C 1.0816 0.9636 1.7841 -0.1007 1.5044 -0.9154 -0.06
C 1.8047 -0.8485 -0.2912 -0.9890 -2.3629 0.7195 -0.42
N 0.8312 -1.4321 0.4710 1.2301 -0.7996 -0.5251 0.15
O -2.4781 1.9359 -0.8486 -0.0971 -0.0929 -0.0485 -0.40
O -2.2843 -0.7150 -0.7345 -0.5704 1.7975 1.9296 -0.26
O -2.0661 0.7964 1.4685 -0.2385 -0.1265 -0.5708 -0.37
O 2.6278 -1.4856 -0.9858 0.4765 0.9050 -0.3093 -0.15
O -0.2791 0.7022 -0.4256 -0.6851 0.8763 0.4675 -0.17
P -1.8653 0.8659 -0.0104 1.2913 -2.2080 -0.7584 0.24
H 1.0936 0.3979 2.7132 -0.4749 -0.0713 0.0605 0.03
H 0.3387 1.8161 1.7527 0.6395 -0.9244 0.7306 0.05
H 2.0772 1.4476 1.7325 -0.1446 -0.1665 -0.1332 0.02
H -0.0693 -0.6078 -2.5331 -0.3645 -1.0304 -2.2883 0.05
H 0.6540 -2.4669 0.4058 -0.1125 1.6256 0.1254 0.10
H -0.2000 -0.9552 -3.2938 0.3902 1.0596 2.2928 0.05
H -2.0246 -0.5482 -1.6279 0.2517 -0.0328 -0.9825 -0.05
```
Positions in Å, forces in eV/Å.

Values from the calculation:
* relative energy (zero: lowest compared OMol25 entry of this formula, charge and spin): 21.86 kcal/mol
* charge: -2
* E_tot: -23883.4893 eV
* largest force on an atom: 0.052 Eh/bohr
* gap between HOMO and LUMO: 6.702 eV



Record 6
ORCA calculation (ωB97M-V/def2-TZVPD) on a molecular structure, C2H7Br2N2.

XYZ file:
```
13
Properties=species:S:1:pos:R:3:forces:R:3:lowdin_charge:R:1
C 0.0472 -1.1003 0.7025 1.1385 2.9573 -3.5495 -0.69
C -0.5560 0.3087 -0.4654 2.2226 0.1707 3.9205 -0.60
N -1.0005 -1.4020 1.4390 -2.2517 -1.1205 3.3324 -0.01
N 0.7364 0.8949 -1.0210 -2.5165 0.3220 -0.9264 0.07
Br 1.7430 -0.4147 1.6019 -1.0752 -0.4710 -0.3775 0.68
Br -1.4075 1.7801 0.5491 0.4105 -1.4533 -0.9801 0.72
H 0.3483 -1.7657 -0.1515 -0.3127 0.0532 1.4246 0.11
H -1.1447 -0.4086 -0.9858 -0.6162 0.5631 -1.3757 0.08
H -1.5221 -2.2931 1.3554 0.9471 0.8351 0.0249 0.14
H -1.1662 -0.9190 2.3713 0.3762 -0.7459 -1.9532 0.14
H 1.2390 1.1488 -0.1381 0.4609 -0.1531 -0.9216 0.05
H 0.6167 1.6620 -1.7288 -0.0638 -0.1934 1.2673 0.18
H 1.1166 0.1651 -1.5923 1.2802 -0.7642 0.1143 0.14
```
Positions in Å, forces in eV/Å.

Values from the calculation:
* relative energy (zero: lowest compared OMol25 entry of this formula, charge and spin): 24.71 kcal/mol
* charge: +1
* E_tot: -145244.0739 eV
* largest force on an atom: 0.093 Eh/bohr
* gap between HOMO and LUMO: 9.805 eV



Record 7
ORCA calculation (ωB97M-V/def2-TZVPD) on a gas-phase ion, C2H7BrN (charge +1).

XYZ file:
```
11
Properties=species:S:1:pos:R:3:forces:R:3:lowdin_charge:R:1
C -0.5962 -0.0327 -1.2347 0.2823 -3.8783 1.0994 0.04
N 0.3990 0.3116 -0.1362 -1.9793 3.8995 -0.6778 -0.09
C 0.0874 -0.2113 1.1580 -0.1304 -0.8714 2.8663 -0.54
Br 1.6592 -0.1026 2.3994 -1.0842 0.1274 -1.0667 0.70
H -0.5756 -1.2005 -1.0739 -0.3199 2.1623 -1.2973 0.15
H -1.6500 0.2734 -1.2352 0.5388 0.5112 1.1587 0.12
H -0.1761 0.3056 -2.1417 0.6021 -0.0320 -1.0698 0.09
H 0.4358 1.3633 -0.0381 -0.1784 -1.0072 0.0183 0.20
H 1.3242 0.1490 -0.4171 1.7674 -1.1825 -0.7722 0.13
H -0.7156 0.4320 1.5538 0.3472 -0.6404 0.1286 0.10
H -0.1922 -1.2877 1.1657 0.1545 0.9114 -0.3875 0.10
```
Positions in Å, forces in eV/Å.

Values from the calculation:
* relative energy (zero: lowest compared OMol25 entry of this formula, charge and spin): 7.75 kcal/mol
* charge: +1
* E_tot: -73712.2499 eV
* SMILES string: C[NH2+]CBr
* largest force on an atom: 0.086 Eh/bohr
* gap between HOMO and LUMO: 11.140 eV



Record 8
ORCA calculation (ωB97M-V/def2-TZVPD) on 2 unconnected molecules or ions with the total composition C2H7BrN2.

XYZ file:
```
12
Properties=species:S:1:pos:R:3:forces:R:3:lowdin_charge:R:1
C -0.1100 -1.7100 0.2964 -2.0648 -1.2025 0.6950 -0.08
C -0.6393 1.7450 -0.1684 1.0293 2.4177 -1.3195 -0.12
N -0.1167 -0.3521 -0.2316 -3.1126 -0.8082 2.8897 -0.12
N -0.8987 0.4890 0.3236 2.7097 -3.5969 -1.2173 0.06
Br 2.7701 0.0380 0.1732 -0.4648 0.1582 -0.2170 -0.30
H -0.4176 -1.6943 1.4006 -0.2211 -0.0514 -1.9433 0.13
H -0.6274 -2.4928 -0.3928 0.4029 1.6949 1.2991 0.13
H 0.8843 -1.9989 0.3436 2.0802 -0.4483 -0.1703 -0.02
H -0.6551 1.7046 -1.3109 -0.6132 0.8172 1.4454 0.13
H -1.2465 2.4202 0.4288 -0.2976 0.5053 -1.0076 0.09
H 0.4340 2.0224 0.0302 -0.4236 -0.4502 0.1280 0.08
H 0.6231 -0.1711 -0.8928 0.9756 0.9642 -0.5823 0.01
```
Positions in Å, forces in eV/Å.

Values from the calculation:
* relative energy (zero: lowest compared OMol25 entry of this formula, charge and spin): 12.13 kcal/mol
* E_tot: -75207.6931 eV
* largest force on an atom: 0.091 Eh/bohr
* gap between HOMO and LUMO: 6.530 eV



Record 9
ORCA calculation (ωB97M-V/def2-TZVPD) on 2 unconnected molecules or ions with the total composition C2H7BrN2.

XYZ file:
```
12
Properties=species:S:1:pos:R:3:forces:R:3:lowdin_charge:R:1
C -1.0164 -0.6193 -1.2877 -1.4020 0.7478 4.8785 -0.22
C 0.8179 1.2285 0.6990 -0.4799 1.1971 -0.9031 -0.33
N -0.2174 -1.4036 -0.3619 0.7165 1.2095 0.8927 -0.02
N 0.5992 0.0750 1.4644 -1.4329 -2.8421 -1.8253 -0.53
Br 2.0202 -1.0032 1.8028 0.5476 0.0286 -0.0402 0.62
H -1.6081 0.2103 -0.5996 0.7980 -1.7724 -1.7672 0.12
H -0.4333 -0.0703 -1.9292 1.3323 0.9684 -1.7977 0.02
H -1.7109 -1.3053 -1.7185 -0.8160 -0.0571 -0.7478 0.06
H 1.0524 1.9027 1.4872 0.4372 1.3857 0.7167 0.06
H 1.5748 1.4195 -0.1125 -0.5623 -1.0730 0.6241 0.10
H -0.2025 1.5601 0.3950 0.6299 -0.1722 -0.2163 0.07
H -0.8759 -1.9945 0.1610 0.2316 0.3797 0.1856 0.03
```
Positions in Å, forces in eV/Å.

Values from the calculation:
* relative energy (zero: lowest compared OMol25 entry of this formula, charge and spin): 92.44 kcal/mol
* E_tot: -75204.2107 eV
* largest force on an atom: 0.100 Eh/bohr
* gap between HOMO and LUMO: 6.638 eV



Record 10
ORCA calculation (ωB97M-V/def2-TZVPD) on 3 unconnected molecules or ions with the total composition C2H7Cl2N2.

XYZ file:
```
13
Properties=species:S:1:pos:R:3:forces:R:3:lowdin_charge:R:1
C -0.5631 0.9204 0.4763 0.0557 1.8111 -0.8706 0.06
C 2.8042 0.8261 -0.3528 1.3184 -0.1274 -2.7693 -0.67
N 1.9326 0.7813 0.5155 -1.2169 -0.5905 1.5460 0.02
N -0.6850 -0.0124 -0.3657 -0.9293 -2.7828 2.4831 0.13
Cl -1.1260 -3.1785 -0.2736 -0.6331 -0.7261 1.7385 0.33
Cl 4.5030 0.4067 -0.1985 -0.7315 0.0619 0.1355 0.63
H -0.7329 1.9404 0.1362 0.4195 -0.0395 0.1680 0.13
H -0.4404 0.7470 1.5126 0.0703 -0.3402 0.7695 0.10
H 2.5630 1.0602 -1.4481 0.3615 0.1328 1.7269 0.10
H 2.1659 0.3164 1.4073 0.4803 0.7397 -0.4016 0.09
H -0.7532 -1.0025 0.1298 0.2646 1.7853 -2.4562 0.07
H -0.9075 0.2065 -1.3202 -0.0760 -0.5118 -0.4260 0.14
H -1.5890 -3.6406 0.9141 0.6165 0.5874 -1.6436 -0.12
```
Positions in Å, forces in eV/Å.

Values from the calculation:
* relative energy (zero: lowest compared OMol25 entry of this formula, charge and spin): 18.61 kcal/mol
* charge: +1
* E_tot: -30204.4451 eV
* largest force on an atom: 0.075 Eh/bohr
* gap between HOMO and LUMO: 10.099 eV



Q: What is the E_tot in the fifth record?
A: -23883.4893 eV